This record from OMol25 describes the molecule C2H5B. The level of theory is wB97M-V/def2-TZVPD.

## Properties
Net charge   0
LUMO level (spin up / spin down)   0.9 / -3.6 eV
Molecular weight   39.87 u
2S+1   3
Orbital gap (spin up / spin down)   0.28970 / 0.26446 Ha
HOMO (spin up / spin down)   -7.005 / -10.817 eV

Last column: natural (NBO) charge in e.
Positions of all 8 atoms, in Å:
H1 -0.656 -1.100 1.200  0.149
H2 -0.655 0.273 -1.399  0.175
H3 1.463 1.503 -0.730  -0.088
H4 1.794 0.767 1.058  -0.066
H5 -1.861 -1.397 0.057  0.172
C1 -0.264 0.097 -0.387  -0.222
C2 -0.883 -0.911 0.172  -0.247
B1 1.062 0.768 0.028  0.126


This record from OMol25 describes a cluster of 2 separate species, C2H5BO3 in total. The level of theory is wB97M-V/def2-TZVPD.

## Properties
Net charge   0
LUMO level   0.0 eV
Molecular weight   87.87 u
Structure (SMILES)   C=CO.O=BO
Orbital gap   0.33038 Ha
HOMO   -8.980 eV

Last column: natural (NBO) charge in e.
Positions of all 11 atoms, in Å:
H1 0.734 1.141 0.217  0.493
H2 -0.417 -1.626 -1.860  0.220
C1 1.161 -0.490 -0.852  0.161
H3 2.159 -0.995 -1.009  0.191
C2 -0.048 -0.787 -1.331  -0.554
B1 -1.039 0.930 1.065  1.239
O1 -0.939 1.915 0.367  -0.864
O2 1.454 0.529 -0.007  -0.709
O3 -1.244 -0.119 1.806  -0.910
H4 -0.889 -0.404 2.634  0.547
H5 -0.934 -0.093 -1.030  0.188


This record from OMol25 describes a cluster of 2 separate species, C2H5BO4 in total. The level of theory is wB97M-V/def2-TZVPD.

## Properties
Net charge   0
LUMO level   0.6 eV
Molecular weight   103.87 u
Orbital gap   0.38427 Ha
HOMO   -9.881 eV

Last column: natural (NBO) charge in e.
Positions of all 12 atoms, in Å:
H1 1.396 -0.662 -1.107  0.199
C1 0.312 1.453 2.941  0.486
O1 -0.657 -0.900 1.570  -0.891
H2 -1.654 -0.891 1.720  0.500
B1 -0.416 -0.558 0.279  1.051
H3 -1.248 -0.049 -1.378  0.499
C2 0.991 -0.075 -0.292  -0.403
O2 -1.537 -0.326 -0.480  -0.894
O3 0.831 1.164 -0.850  -0.704
H4 0.740 1.739 -0.084  0.466
O4 0.610 0.555 3.581  -0.484
H5 1.578 -0.025 0.580  0.176


This record from OMol25 describes a structure of composition C2H5Br2N3. The level of theory is wB97M-V/def2-TZVPD.

## Properties
Net charge   +2
LUMO level (spin up / spin down)   -9.0 / -13.7 eV
Molecular weight   230.89 u
2S+1   3
Orbital gap (spin up / spin down)   0.25155 / 0.22136 Ha
HOMO (spin up / spin down)   -15.804 / -19.717 eV

Last column: natural (NBO) charge in e.
Positions of all 12 atoms, in Å:
H1 -0.457 -0.153 -2.040  0.439
H2 -0.488 1.135 0.748  0.435
C1 -1.858 -0.328 -0.584  0.187
N1 -0.317 0.216 0.350  -0.350
C2 0.546 -0.673 0.784  0.346
Br1 -3.216 -0.857 0.479  0.479
N2 1.516 -0.271 1.528  -0.544
H3 -2.176 -0.057 -2.650  0.466
Br2 0.296 -2.442 0.114  0.323
H4 2.229 -1.012 1.735  0.476
N3 -1.466 -0.201 -1.768  -0.720
H5 1.346 0.499 2.150  0.462